(1)
This record from OMol25 describes a cluster of 2 separate species, C2H8NS in total. The level of theory is ωB97M-V/def2-TZVPD.

Values from the calculation:
LUMO level (spin up / spin down)   0.2439 / 0.2435 Eh
Kohn-Sham gap (spin up / spin down)   2.546 / 6.758 eV

```
! wB97M-V def2-TZVPD RIJCOSX def2/J DEFGRID3
* xyz -2 2
S 2.94 0.71 -1.71
H 2.58 0.27 -2.93
C 0.68 0.23 0.42
N -0.39 -0.82 0.33
C -1.76 -0.32 0.66
H 0.66 0.91 -0.42
H 1.66 -0.22 0.58
H 0.41 0.58 1.43
H -0.52 -0.95 -0.67
H -2.20 0.16 -0.23
H -2.32 -1.09 1.20
H -1.73 0.55 1.33
*
```

(2)
This record from OMol25 describes a structure of composition C17H25I2InNO3S2Y. The level of theory is ωB97M-V/def2-TZVPD.

Values from the calculation:
LUMO level (spin up / spin down)   -0.5861 / -0.5861 Eh
Kohn-Sham gap (spin up / spin down)   3.126 / 3.121 eV

```
! wB97M-V def2-TZVPD RIJCOSX def2/J DEFGRID3
* xyz 4 1
I -1.00 -4.78 -1.95
I -1.13 -3.21 -4.07
Y 0.41 0.86 -3.00
In 0.82 -0.76 0.23
S 1.89 -1.12 -2.11
S -1.18 -0.11 -1.35
C 1.96 0.97 1.14
C 3.76 -1.15 -2.00
C -3.14 0.02 -1.24
C 4.24 -0.94 -3.43
C 4.35 -0.06 -1.10
C 4.08 -2.53 -1.42
C -3.62 -0.26 -2.66
C -3.59 1.39 -0.78
C -3.57 -0.99 -0.20
C 1.82 2.33 -1.83
C -0.56 3.00 -2.37
O 2.06 2.07 1.51
O 2.41 3.14 -1.25
O -0.86 4.05 -1.98
H 3.95 0.05 -3.80
H 3.83 -1.68 -4.12
H 5.34 -0.99 -3.46
H 4.06 0.94 -1.44
H 5.45 -0.19 -1.17
H 4.05 -0.18 -0.05
H 3.70 -2.63 -0.40
H 5.17 -2.70 -1.38
H 3.62 -3.33 -2.01
H -4.72 -0.25 -2.72
H -3.24 -1.21 -3.04
H -3.26 0.52 -3.35
H -4.70 1.39 -0.82
H -3.29 2.21 -1.44
H -3.25 1.64 0.24
H -4.66 -1.00 -0.08
H -3.18 -0.69 0.79
H -3.23 -2.01 -0.44
N -1.01 0.77 1.87
C -1.02 0.59 3.29
C -0.06 -0.21 3.91
C -0.04 -0.29 5.31
C -1.00 0.41 6.06
C -1.99 1.16 5.42
C -2.01 1.26 4.03
H -1.91 0.64 1.41
H -0.61 1.65 1.52
H 0.70 -0.71 3.29
H 0.71 -0.90 5.81
H -1.01 0.30 7.14
H -2.77 1.65 6.00
H -2.77 1.85 3.50
*
```

(3)
This record from OMol25 describes a cluster of 2 separate species, C4H8O2 in total. The level of theory is ωB97M-V/def2-TZVPD.

Values from the calculation:
LUMO level   0.0254 Eh
Structure (SMILES)   C=CO.CC=O
Kohn-Sham gap   9.758 eV

```
! wB97M-V def2-TZVPD RIJCOSX def2/J DEFGRID3
* xyz 0 1
C -0.88 1.44 1.41
C -0.41 1.91 0.26
O -0.88 1.43 -0.94
H -0.52 1.84 2.35
H -1.60 0.63 1.42
H 0.33 2.71 0.20
H -0.21 1.58 -1.62
C 1.22 -1.59 -0.57
C -0.25 -1.61 -0.23
O -0.67 -1.58 0.90
H 1.58 -2.62 -0.59
H 1.77 -1.05 0.20
H 1.40 -1.16 -1.56
H -0.95 -1.69 -1.09
*
```

(4)
This record from OMol25 describes a structure of composition C39H54FeN6O. The level of theory is ωB97M-V/def2-TZVPD.

Values from the calculation:
LUMO level (spin up / spin down)   0.0967 / 0.0930 Eh
Kohn-Sham gap (spin up / spin down)   5.433 / 5.342 eV

```
! wB97M-V def2-TZVPD RIJCOSX def2/J DEFGRID3
* xyz -1 2
Fe -0.03 -0.16 0.34
C 0.66 5.59 -2.14
C -0.41 5.28 -1.09
C -0.08 4.07 -0.27
C 0.51 4.02 0.95
C 0.98 5.15 1.81
C 2.46 5.48 1.61
C 0.71 2.60 1.26
C 1.42 2.14 2.36
C 1.85 0.82 2.47
C 2.85 0.36 3.43
C 3.53 1.24 4.43
C 4.67 2.06 3.82
C 3.06 -0.95 3.18
C 2.18 -1.32 2.08
C 2.05 -2.56 1.54
C 1.13 -2.98 0.56
N 0.13 -2.17 0.08
C -0.64 -2.95 -0.70
C -1.92 -2.44 -1.28
C -1.73 -1.12 -1.98
N -1.16 -0.07 -1.34
C -1.23 0.99 -2.22
C -0.87 2.32 -1.86
C -0.29 2.70 -0.69
N 0.19 1.83 0.28
C -1.86 0.60 -3.41
C -2.17 -0.77 -3.26
C -2.87 -1.66 -4.24
C -4.39 -1.66 -4.10
C -2.18 1.49 -4.57
C -3.46 2.31 -4.35
C -0.14 -4.27 -0.77
C 0.99 -4.29 0.05
C 1.92 -5.44 0.32
C 2.68 -5.91 -0.93
C -0.76 -5.40 -1.54
C -1.21 -6.58 -0.68
N 1.46 -0.19 1.68
C 4.05 -1.88 3.82
C 5.34 -2.02 3.01
H 0.40 6.48 -2.72
H 0.77 4.75 -2.83
H 1.63 5.75 -1.67
H -1.37 5.13 -1.58
H -0.53 6.15 -0.43
H 0.80 4.90 2.86
H 0.38 6.04 1.60
H 3.07 4.59 1.79
H 2.79 6.26 2.30
H 2.65 5.81 0.59
H 1.80 2.87 3.06
H 3.92 0.63 5.25
H 2.80 1.92 4.88
H 5.44 1.40 3.42
H 5.14 2.72 4.56
H 4.31 2.67 3.00
H 2.71 -3.32 1.95
H -2.29 -3.15 -2.02
H -1.15 3.10 -2.55
H -2.50 -2.68 -4.14
H -2.60 -1.35 -5.26
H -4.68 -1.99 -3.10
H -4.87 -2.32 -4.83
H -4.79 -0.65 -4.23
H -1.35 2.17 -4.76
H -2.29 0.88 -5.47
H -3.35 2.97 -3.49
H -4.31 1.65 -4.16
H -3.70 2.92 -5.22
H 1.37 -6.28 0.74
H 2.65 -5.15 1.08
H 1.99 -6.27 -1.69
H 3.38 -6.71 -0.69
H 3.24 -5.08 -1.36
H -0.07 -5.76 -2.31
H -1.63 -5.03 -2.08
H -0.36 -7.10 -0.23
H -1.77 -7.31 -1.27
H -1.85 -6.23 0.14
H 4.29 -1.51 4.82
H 3.60 -2.86 3.96
H 6.02 -2.74 3.47
H 5.85 -1.06 2.92
H 5.11 -2.37 1.99
N -1.06 -0.86 2.38
H -0.39 -1.57 2.67
H -2.00 -1.19 2.53
H -0.92 -0.02 2.91
C -4.05 3.22 1.22
C -3.42 1.89 0.85
N -3.79 1.37 -0.35
O -2.66 1.31 1.60
H -4.30 3.83 0.35
H -3.36 3.76 1.86
H -4.97 3.03 1.78
H -4.20 1.97 -1.05
H -3.24 0.59 -0.68
C -2.99 -2.27 -0.23
H -4.02 -2.15 -0.54
H -2.70 -1.97 0.76
*
```

(5)
This record from OMol25 describes a cluster of 8 separate species, C5H24NO8 in total. The level of theory is ωB97M-V/def2-TZVPD.

Values from the calculation:
LUMO level   0.1169 Eh
Kohn-Sham gap   8.649 eV

```
! wB97M-V def2-TZVPD RIJCOSX def2/J DEFGRID3
* xyz -1 1
N -1.69 -0.15 0.94
C -1.94 -0.64 2.33
C -0.67 -1.28 2.91
C 0.47 -0.66 2.07
C -0.29 -0.54 0.72
C -0.22 -1.91 -0.01
O 0.03 -1.72 -1.36
H -2.08 0.64 0.71
H -2.45 0.03 2.88
H -2.84 -1.34 2.29
H -0.71 -1.19 4.04
H -0.82 -2.39 2.91
H 1.01 0.32 2.30
H 1.36 -1.39 2.06
H 0.22 0.23 0.10
H 0.45 -2.71 0.06
H -1.32 -2.26 0.15
H -3.59 -1.11 -0.46
H -2.60 -1.98 -1.49
O -3.40 -2.01 -0.96
H 1.58 -0.77 -1.81
H 1.73 0.76 -2.10
O 2.19 -0.12 -1.83
H -1.39 2.36 -1.02
H -1.29 0.85 -2.07
O -0.75 1.96 -1.45
H 2.07 3.07 -1.58
H 0.60 2.61 -1.25
O 1.56 2.61 -1.01
H 3.37 0.81 0.33
H 2.84 -0.52 0.06
O 3.69 -0.09 0.31
H -1.83 -0.02 -3.32
H -0.61 -1.12 -1.89
O -1.80 -0.07 -2.39
H 1.98 2.79 0.57
H 1.61 3.16 2.05
O 2.29 3.25 1.40
*
```

(6)
This record from OMol25 describes a structure of composition C11H20Cl2ErO. The level of theory is ωB97M-V/def2-TZVPD.

Values from the calculation:
LUMO level (spin up / spin down)   0.1104 / 0.1104 Eh
Kohn-Sham gap (spin up / spin down)   3.823 / 3.796 eV

```
! wB97M-V def2-TZVPD RIJCOSX def2/J DEFGRID3
* xyz -1 4
Er -0.21 0.03 0.50
Cl 0.40 1.89 2.03
Cl -0.82 -2.31 -0.16
C -2.63 0.13 1.46
H -2.68 -0.94 1.66
H -3.01 0.78 2.25
C 0.51 0.63 -1.50
C -2.53 0.64 0.18
H 1.51 0.54 -1.92
C -2.79 2.11 -0.06
H -2.53 -0.02 -0.71
C -2.52 2.53 -1.51
H -3.84 2.34 0.15
H -2.19 2.72 0.65
C -1.02 2.59 -1.86
H -3.03 1.83 -2.19
H -2.92 3.53 -1.68
C -0.45 1.22 -2.41
H -0.90 3.34 -2.67
H -0.43 2.92 -0.97
H -1.24 0.44 -2.49
H -0.06 1.45 -3.44
C 2.60 -3.18 0.68
C 2.98 -2.56 2.04
C 2.19 -1.25 2.05
O 1.88 -0.94 0.64
C 2.56 -1.96 -0.22
H 3.27 -3.98 0.35
H 1.56 -3.56 0.71
H 4.06 -2.33 2.05
H 2.74 -3.20 2.88
H 1.24 -1.37 2.62
H 2.75 -0.39 2.47
H 3.59 -1.62 -0.45
H 1.96 -2.06 -1.13
*
```